Formula: C34H32CsF5IP3Se
Source: the OMol25 dataset
Level of theory: ωB97M-V/def2-TZVPD

The geometry in XYZ format:
```
77
C34H32CsF5IP3Se | the OMol25 dataset | ωB97M-V/def2-TZVPD
Cs -0.237 2.525 -0.479
I -2.371 0.135 -1.785
C -2.185 -2.871 -0.670
C -3.491 -3.325 -0.757
C -3.893 -4.260 -1.706
C -2.935 -4.816 -2.502
C -1.602 -4.357 -2.472
C -0.675 -4.972 -3.338
C 0.588 -4.476 -3.461
C 0.909 -3.290 -2.800
C 0.069 -2.681 -1.891
P 0.662 -1.008 -1.355
C 2.352 -1.339 -0.619
C 3.395 -2.171 -1.018
C 4.608 -2.161 -0.351
C 4.824 -1.326 0.731
C 3.803 -0.485 1.138
C 2.594 -0.498 0.469
C 1.190 -0.353 -2.982
C 0.403 -0.538 -4.118
C 0.748 0.061 -5.315
C 1.864 0.877 -5.391
C 2.639 1.085 -4.262
C 2.306 0.480 -3.063
C -1.202 -3.272 -1.623
H -4.237 -2.947 -0.070
H -4.929 -4.556 -1.772
H -3.189 -5.611 -3.185
H -1.004 -5.812 -3.932
H 1.308 -4.942 -4.113
H 1.826 -2.795 -3.079
H 3.293 -2.835 -1.859
H 5.402 -2.812 -0.684
H 5.774 -1.325 1.246
H 3.939 0.186 1.974
H 1.813 0.176 0.809
H -0.488 -1.147 -4.063
H 0.137 -0.104 -6.190
H 2.130 1.341 -6.329
H 3.513 1.718 -4.321
H 2.932 0.651 -2.193
C 1.050 0.903 4.386
P -0.108 0.895 2.956
C -1.603 1.514 3.824
C -0.476 -0.954 2.956
C -0.407 -1.536 1.545
P -2.031 -2.027 0.926
C -2.396 -3.432 2.051
C -3.286 -0.796 1.347
H 1.976 0.404 4.104
H 0.612 0.400 5.250
H 1.264 1.940 4.637
H -1.848 0.904 4.696
H -2.442 1.569 3.131
H -1.385 2.533 4.137
H -1.459 -1.094 3.409
H 0.268 -1.444 3.585
H 0.217 -2.434 1.491
H 0.007 -0.807 0.846
H -3.435 -3.742 1.970
H -2.190 -3.151 3.082
H -1.758 -4.267 1.769
H -4.086 -0.829 0.611
H -2.831 0.192 1.311
H -3.680 -1.003 2.342
F 0.002 10.274 1.467
C -0.105 8.941 1.601
C -0.951 8.391 2.562
F -1.670 9.202 3.355
C -1.048 7.017 2.695
F -1.873 6.505 3.619
C -0.314 6.139 1.892
Se -0.445 4.315 2.136
C 0.522 6.718 0.938
F 1.251 5.926 0.121
C 0.629 8.089 0.785
F 1.446 8.593 -0.157
```

The value obtained for the energy above the lowest of the compared OMol25 structures with the same formula, charge and spin is 0.697 eV. The frontier orbital gap is 5.8 eV. The HOMO energy comes out at -6.51 eV. The LUMO energy is -0.709 eV. The value obtained for the largest force on an atom is 1.04 eV Å⁻¹.



Formula: C37H43ClN8OP2SSi2Ta
Source: the OMol25 dataset
Level of theory: ωB97M-V/def2-TZVPD

The geometry in XYZ format:
```
96
C37H43ClN8OP2SSi2Ta | the OMol25 dataset | ωB97M-V/def2-TZVPD
Ta -0.223 -0.157 1.660
C 4.348 -0.663 1.643
Si 2.978 -1.979 1.692
C 2.870 -2.711 3.398
C 3.641 -3.336 0.591
N 1.436 -1.335 1.030
P 0.751 -1.758 -0.428
C -0.739 -0.999 -0.228
P -1.372 0.454 -0.806
N -0.752 1.500 0.295
Si -0.519 3.248 0.121
C -1.175 4.226 1.577
C 1.334 3.576 -0.052
C -1.413 3.892 -1.405
C -1.025 0.872 -2.521
C 0.167 1.509 -2.856
C 0.451 1.806 -4.178
C -0.448 1.448 -5.175
C -1.629 0.796 -4.850
C -1.922 0.512 -3.524
C -3.170 0.390 -0.627
C -3.821 -0.829 -0.805
C -5.195 -0.920 -0.645
C -5.929 0.204 -0.293
C -5.287 1.420 -0.096
C -3.912 1.512 -0.263
C 0.494 -3.508 -0.812
C -0.765 -4.049 -0.563
C -1.050 -5.362 -0.902
C -0.084 -6.144 -1.515
C 1.163 -5.605 -1.805
C 1.448 -4.295 -1.461
C 1.778 -1.162 -1.796
C 1.531 -1.601 -3.098
C 2.303 -1.138 -4.150
C 3.330 -0.232 -3.916
C 3.571 0.223 -2.627
C 2.793 -0.241 -1.575
H 4.700 -0.426 2.651
H 4.131 0.271 1.127
H 5.196 -1.088 1.100
H 3.735 -3.370 3.523
H 1.966 -3.313 3.501
H 2.875 -1.976 4.199
H 4.612 -3.596 1.027
H 3.832 -3.008 -0.433
H 3.035 -4.239 0.577
H -0.498 4.235 2.429
H -2.164 3.902 1.913
H -1.274 5.264 1.248
H 1.894 2.638 0.009
H 1.690 4.240 0.740
H 1.589 4.039 -1.006
H -2.262 3.286 -1.723
H -0.746 3.971 -2.263
H -1.791 4.894 -1.188
H 0.874 1.784 -2.083
H 1.373 2.311 -4.432
H -0.229 1.680 -6.209
H -2.331 0.522 -5.626
H -2.857 0.028 -3.271
H -3.240 -1.710 -1.051
H -5.693 -1.870 -0.784
H -7.001 0.132 -0.164
H -5.855 2.296 0.188
H -3.422 2.460 -0.079
H -1.525 -3.424 -0.118
H -2.029 -5.771 -0.692
H -0.306 -7.169 -1.782
H 1.912 -6.202 -2.308
H 2.411 -3.885 -1.725
H 0.739 -2.316 -3.290
H 2.105 -1.488 -5.155
H 3.944 0.116 -4.737
H 4.370 0.929 -2.439
H 2.984 0.109 -0.570
N 2.516 2.666 3.749
C 2.345 1.872 2.699
N 1.062 1.575 2.590
C 0.499 2.227 3.657
N 1.346 2.909 4.374
C -0.939 2.134 3.868
C -1.638 2.904 4.783
N -2.961 2.860 4.847
C -3.576 2.054 3.990
C -2.886 1.255 3.091
N -1.554 1.286 3.042
H 3.369 3.071 4.099
H 3.138 1.527 2.064
H -1.113 3.568 5.458
H -4.657 2.029 4.026
H -3.385 0.573 2.420
Cl 0.414 -0.877 3.922
O -0.790 -3.508 2.395
S -1.989 -2.702 2.552
N -1.903 -1.245 2.233
```

The value obtained for the energy above the lowest of the compared OMol25 structures with the same formula, charge and spin is 0.872 eV. As for the net charge: +1. The frontier orbital gap is 7.5 eV. The HOMO energy comes out at -10.61 eV. The LUMO energy is -3.145 eV. The value obtained for the largest force on an atom is 0.42 eV Å⁻¹.



Formula: C20H19N5OS2
Source: the OMol25 dataset
Level of theory: ωB97M-V/def2-TZVPD

The geometry in XYZ format:
```
47
C20H19N5OS2 | the OMol25 dataset | ωB97M-V/def2-TZVPD
O -2.733 -0.981 0.080
C -3.675 -0.221 0.115
N -3.553 1.149 -0.021
C -2.363 1.878 0.088
S -2.361 3.150 1.141
N -1.303 1.558 -0.654
C -1.289 0.665 -1.790
C -0.196 -0.382 -1.600
N 1.064 0.277 -1.337
C 2.114 -0.420 -0.863
N 3.235 0.091 -0.492
C 4.127 -0.864 -0.082
C 5.447 -0.447 0.372
C 5.849 0.875 0.177
C 7.095 1.299 0.594
C 7.961 0.414 1.215
C 7.570 -0.900 1.417
C 6.324 -1.330 1.002
C 3.659 -2.142 -0.158
S 2.038 -2.184 -0.759
C 1.065 1.719 -1.279
C -0.043 2.224 -0.359
C -5.075 -0.680 0.306
C -6.188 -0.004 -0.190
C -7.444 -0.538 0.039
C -7.539 -1.727 0.749
N -6.488 -2.380 1.214
C -5.292 -1.875 0.996
H -4.338 1.690 0.324
H -2.250 0.169 -1.898
H -1.101 1.252 -2.697
H -0.116 -1.005 -2.499
H -0.472 -1.033 -0.760
H 5.166 1.555 -0.307
H 7.394 2.325 0.436
H 8.936 0.745 1.542
H 8.240 -1.592 1.906
H 6.028 -2.353 1.175
H 4.151 -3.061 0.082
H 0.944 2.128 -2.288
H 2.035 2.032 -0.893
H 0.213 2.025 0.687
H -0.166 3.308 -0.469
H -6.079 0.904 -0.766
H -8.330 -0.047 -0.333
H -8.499 -2.183 0.950
H -4.450 -2.431 1.387
```

The value obtained for the energy above the lowest of the compared OMol25 structures with the same formula, charge and spin is 0.000 eV. The frontier orbital gap is 7.5 eV. As for the SMILES: O=C(NC(=S)N1CCN(c2nc(-c3ccccc3)cs2)CC1)c1cccnc1. The HOMO energy comes out at -7.63 eV. The LUMO energy is -0.143 eV. The value obtained for the largest force on an atom is 1.06 eV Å⁻¹.



Formula: C5H15N2S
Source: the OMol25 dataset
Level of theory: ωB97M-V/def2-TZVPD

The geometry in XYZ format:
```
23
C5H15N2S | the OMol25 dataset | ωB97M-V/def2-TZVPD
C 0.958 0.928 -0.426
N 2.023 0.136 -0.870
C 3.170 -0.037 -0.098
C 2.936 -0.813 1.222
S -2.884 -0.270 1.608
C -0.293 0.382 -1.095
N -1.359 1.346 -0.893
C -2.676 0.760 -1.296
H 1.096 1.993 -0.729
H 0.919 0.919 0.675
H -4.667 -2.876 1.997
H 3.624 0.906 0.255
H 3.935 -0.522 -0.701
H 2.049 -0.541 1.797
H 3.786 -0.702 1.892
H 2.802 -1.884 1.057
H -0.541 -0.617 -0.699
H -0.118 0.383 -2.172
H -4.348 -2.556 2.583
H -1.529 1.436 0.104
H -3.008 0.112 -0.450
H -2.420 0.091 -2.123
H -3.456 1.427 -1.638
```

The value obtained for the energy above the lowest of the compared OMol25 structures with the same formula, charge and spin is 10.005 eV. As for the net charge: +1. The frontier orbital gap is 4.4 eV. The HOMO energy comes out at -12.71 eV. The LUMO energy is -8.348 eV. The value obtained for the largest force on an atom is 2.37 eV Å⁻¹.



Formula: C2H3N3O
Source: the OMol25 dataset
Level of theory: ωB97M-V/def2-TZVPD

The geometry in XYZ format:
```
9
C2H3N3O | the OMol25 dataset | ωB97M-V/def2-TZVPD
O -0.737 1.870 -0.174
C -0.323 0.622 0.019
C -0.881 -0.557 0.460
N -0.023 -1.560 0.319
N 1.024 -1.016 -0.184
N 0.834 0.274 -0.512
H 0.065 2.479 -0.349
H -1.765 -0.660 1.034
H 1.805 -1.452 -0.614
```

The value obtained for the energy above the lowest of the compared OMol25 structures with the same formula, charge and spin is 1.530 eV. The frontier orbital gap is 10.5 eV. As for the SMILES: Oc1cn[nH]n1. The HOMO energy comes out at -9.63 eV. The LUMO energy is 0.891 eV. The value obtained for the largest force on an atom is 3.00 eV Å⁻¹.



Formula: C38H38N4PS2Si2Ta
Source: the OMol25 dataset
Level of theory: ωB97M-V/def2-TZVPD

The geometry in XYZ format:
```
86
C38H38N4PS2Si2Ta | the OMol25 dataset | ωB97M-V/def2-TZVPD
Ta -0.335 -0.114 -0.653
C -1.841 -3.007 5.315
C -0.858 -3.340 4.394
C -0.437 -2.411 3.459
C -0.994 -1.133 3.415
C -1.957 -0.798 4.367
C -2.380 -1.732 5.303
P -0.351 0.062 2.181
C -0.966 1.689 2.712
C -2.342 1.939 2.739
C -2.820 3.191 3.077
C -1.931 4.220 3.366
C -0.568 3.986 3.326
C -0.086 2.723 3.007
C 1.405 0.104 2.550
C 1.893 0.161 3.830
C 3.279 0.231 4.059
C 4.138 0.229 2.997
C 3.663 0.144 1.667
C 4.562 0.103 0.575
C 4.086 -0.018 -0.694
C 2.695 -0.098 -0.927
C 1.755 -0.043 0.086
C 2.268 0.078 1.421
H -2.174 -3.734 6.043
H -0.411 -4.325 4.406
H 0.358 -2.682 2.778
H -2.379 0.194 4.399
H -3.132 -1.450 6.029
H -3.042 1.157 2.475
H -3.887 3.372 3.089
H -2.306 5.205 3.616
H 0.128 4.785 3.544
H 0.983 2.552 2.984
H 1.206 0.156 4.668
H 3.655 0.286 5.072
H 5.208 0.281 3.160
H 5.626 0.158 0.770
H 4.769 -0.060 -1.534
H 2.370 -0.208 -1.955
C -0.925 3.747 -3.042
Si 0.436 2.689 -2.321
C 2.041 2.891 -3.261
C 0.749 3.230 -0.553
N 0.033 0.955 -2.305
C -0.025 0.206 -3.491
C -0.132 0.725 -4.778
C -0.133 -0.131 -5.867
C -0.042 -1.505 -5.683
C 0.031 -2.037 -4.406
C 0.025 -1.187 -3.302
N 0.099 -1.576 -1.959
Si 0.410 -3.260 -1.507
C 0.482 -3.248 0.358
C -0.986 -4.391 -2.029
C 2.070 -3.790 -2.182
H -0.660 4.799 -2.899
H -1.874 3.567 -2.536
H -1.081 3.595 -4.110
H 2.316 3.947 -3.298
H 1.995 2.520 -4.284
H 2.844 2.359 -2.744
H 1.135 4.253 -0.607
H 1.516 2.632 -0.055
H -0.134 3.273 0.084
H -0.217 1.790 -4.939
H -0.214 0.278 -6.866
H -0.045 -2.167 -6.539
H 0.076 -3.109 -4.281
H -0.466 -2.924 0.795
H 1.294 -2.628 0.742
H 0.648 -4.267 0.719
H -1.828 -4.283 -1.343
H -0.659 -5.433 -1.999
H -1.370 -4.187 -3.028
H 2.848 -3.124 -1.801
H 2.121 -3.773 -3.270
H 2.303 -4.804 -1.850
S -2.521 -1.365 -0.415
C -3.192 0.190 -0.812
S -2.213 1.555 -0.367
C -4.395 0.335 -1.452
C -5.191 -0.798 -1.784
N -5.836 -1.713 -2.051
C -4.892 1.632 -1.770
N -5.291 2.679 -2.031
```

The value obtained for the energy above the lowest of the compared OMol25 structures with the same formula, charge and spin is 0.000 eV. The frontier orbital gap is 6.6 eV. The HOMO energy comes out at -7.60 eV. The LUMO energy is -0.994 eV. The value obtained for the largest force on an atom is 0.36 eV Å⁻¹.



Formula: C16H25BNO20S
Source: the OMol25 dataset
Level of theory: ωB97M-V/def2-TZVPD

The geometry in XYZ format:
```
64
C16H25BNO20S | the OMol25 dataset | ωB97M-V/def2-TZVPD
O 2.475 4.394 1.692
N 1.434 4.437 1.184
O 1.109 3.178 0.571
C 1.393 3.305 -0.815
S 2.752 2.150 -1.282
O 4.194 2.962 -1.287
B 4.192 3.823 -2.465
O 4.064 3.327 -3.757
O 4.346 5.202 -2.241
H 1.614 4.356 -1.038
H 0.537 3.001 -1.426
H 2.908 1.299 -0.214
H 3.231 3.644 -4.097
H 3.508 5.583 -2.496
C 1.053 1.515 3.374
C 2.289 1.043 4.096
O 1.741 0.364 5.228
C 0.486 -0.027 4.902
O -0.179 -0.767 5.547
O 0.089 0.539 3.736
H 1.165 1.540 2.294
H 0.718 2.497 3.721
H 2.873 0.329 3.509
H 2.938 1.860 4.406
C -0.944 -2.826 2.447
C -2.247 -2.922 1.699
O -2.331 -1.640 1.064
C -1.082 -1.151 0.953
O -0.795 -0.174 0.328
O -0.196 -1.902 1.641
H -0.428 -3.781 2.521
H -1.060 -2.406 3.449
H -2.235 -3.696 0.930
H -3.100 -3.086 2.353
C -0.032 -1.162 -2.778
C -0.201 -2.627 -2.488
O 0.981 -3.197 -3.064
C 1.924 -2.228 -3.115
O 3.063 -2.409 -3.385
O 1.394 -1.015 -2.816
H -0.465 -0.528 -2.008
H -0.444 -0.876 -3.749
H -0.211 -2.842 -1.416
H -1.098 -3.044 -2.944
C -0.082 -2.870 -6.769
C -0.419 -4.153 -7.481
O -1.078 -4.906 -6.461
C -1.575 -4.038 -5.555
O -2.311 -4.331 -4.674
O -1.117 -2.779 -5.782
H -0.100 -2.004 -7.428
H 0.886 -2.912 -6.262
H -1.112 -4.002 -8.311
H 0.460 -4.680 -7.843
C -3.444 1.359 4.696
C -2.794 1.762 5.993
O -3.241 3.108 6.165
C -4.395 3.250 5.465
O -5.104 4.193 5.528
O -4.622 2.167 4.679
H -3.697 0.302 4.661
H -2.831 1.607 3.825
H -3.140 1.164 6.839
H -1.708 1.718 5.952
```

As for the net charge: +1. The frontier orbital gap is 7.5 eV. The HOMO energy comes out at -12.50 eV. The LUMO energy is -5.048 eV. The value obtained for the largest force on an atom is 2.49 eV Å⁻¹.



Formula: C5H8O
Source: the OMol25 dataset
Level of theory: ωB97M-V/def2-TZVPD

The geometry in XYZ format:
```
14
C5H8O | the OMol25 dataset | ωB97M-V/def2-TZVPD
O -0.481 -0.914 -1.336
C -1.391 -0.153 -0.557
C -0.695 0.869 0.359
C 0.630 0.300 0.877
C 1.821 0.053 -0.008
C 1.144 -0.997 0.342
H 0.270 -0.339 -1.552
H -2.098 0.329 -1.240
H -1.945 -0.878 0.052
H -0.541 1.821 -0.169
H -1.356 1.096 1.208
H 0.830 0.477 1.935
H 2.786 0.399 -0.321
H 1.027 -2.063 0.410
```

The value obtained for the energy above the lowest of the compared OMol25 structures with the same formula, charge and spin is 3.534 eV. The frontier orbital gap is 9.9 eV. As for the SMILES: OCCC1C=C1. The HOMO energy comes out at -8.76 eV. The LUMO energy is 1.122 eV. The value obtained for the largest force on an atom is 0.82 eV Å⁻¹.



Formula: CHO3PS2
Source: the OMol25 dataset
Level of theory: ωB97M-V/def2-TZVPD

The geometry in XYZ format:
```
8
CHO3PS2 | the OMol25 dataset | ωB97M-V/def2-TZVPD
C -1.978 0.991 -0.211
O 2.077 -4.574 -1.565
O 3.845 -2.835 -1.085
O -2.463 1.616 -1.067
P 2.817 -3.786 -0.490
S -2.175 4.215 2.143
S -1.241 0.037 0.754
H -0.881 4.336 1.520
```

The value obtained for the energy above the lowest of the compared OMol25 structures with the same formula, charge and spin is 0.087 eV. As for the net charge: -2. The frontier orbital gap is 6.4 eV. The HOMO energy comes out at -0.97 eV. The LUMO energy is 5.390 eV. The value obtained for the largest force on an atom is 2.31 eV Å⁻¹.



Formula: H3OPS2
Source: the OMol25 dataset
Level of theory: ωB97M-V/def2-TZVPD

The geometry in XYZ format:
```
7
H3OPS2 | the OMol25 dataset | ωB97M-V/def2-TZVPD
O 1.679 -0.340 -0.660
S 0.250 -0.318 -0.609
P -0.586 1.566 0.416
S -0.655 -1.240 -2.075
H 0.103 -1.469 0.303
H 0.546 1.217 1.610
H -1.336 0.583 1.014
```

The value obtained for the energy above the lowest of the compared OMol25 structures with the same formula, charge and spin is 5.006 eV. The frontier orbital gap is 7.9 eV. As for the SMILES: O=[S@@H](P)=S. The HOMO energy comes out at -9.05 eV. The LUMO energy is -1.186 eV. The value obtained for the largest force on an atom is 4.59 eV Å⁻¹.